[1]
{"formula": "C21H44N2O17P4S", "method": "wB97M-V/def2-TZVPD", "elements": ["S", "P", "P", "P", "P", "O", "O", "O", "O", "O", "O", "O", "O", "O", "O", "O", "O", "O", "O", "O", "O", "O", "N", "N", "C", "C", "C", "C", "C", "C", "C", "C", "C", "C", "C", "C", "C", "C", "C", "C", "C", "C", "C", "C", "C", "H", "H", "H", "H", "H", "H", "H", "H", "H", "H", "H", "H", "H", "H", "H", "H", "H", "H", "H", "H", "H", "H", "H", "H", "H", "H", "H", "H", "H", "H", "H", "H", "H", "H", "H", "H", "H", "H", "H", "H", "H", "H", "H", "H"], "positions_angstrom": [[-7.8486, -3.5702, -0.9810], [-5.3240, -2.4118, -6.5396], [5.8175, 3.2661, 4.1464], [6.2289, -0.3626, -1.6385], [-1.7613, 3.0880, 3.5873], [-3.4278, 3.4608, 3.7845], [6.6934, 2.9747, 5.5062], [-6.3801, -1.6325, -7.3083], [6.9233, -1.2576, -0.3446], [4.3697, 2.9264, 5.0107], [-6.4711, -2.9266, -5.3595], [-5.2075, -3.9442, -7.1228], [-3.8355, -1.6878, -1.9383], [-0.0633, 2.8084, 3.4740], [-1.6858, 4.1295, 2.3189], [-4.0835, -1.9097, -7.6197], [6.6643, 0.9599, -1.0257], [5.4567, 0.4334, -2.9599], [5.4714, 4.7440, 4.0472], [-2.0806, 1.6827, 3.0995], [7.2652, 3.4781, 3.2343], [7.3918, -0.9344, -2.6483], [-6.7108, -2.2752, -0.7699], [-7.7093, -4.5197, 0.4560], [-6.1762, -2.6436, 0.5221], [-6.3982, -4.6435, -7.4545], [-4.9965, -3.4869, 3.3606], [7.7128, 3.8927, 5.8747], [6.5612, -2.6368, -0.3182], [-3.6835, 4.6711, 4.4945], [-6.6887, -3.9229, 1.2911], [4.1542, -0.0667, -3.2508], [8.0612, -0.0236, -3.5094], [-6.1082, -4.3439, 2.6836], [4.0763, 1.5384, 5.1507], [-5.0335, -1.8167, 1.2514], [-4.4671, -0.5432, 0.4753], [0.6697, 3.2476, 4.6158], [7.4499, 2.4983, 2.2131], [-2.9364, -0.3461, -1.9395], [-1.0428, 3.7098, 1.1237], [-4.4483, -2.1994, 2.6352], [-6.0126, -2.7888, -4.0157], [-3.3096, -1.2781, -0.5766], [-2.7605, -2.1989, -7.1750], [-3.7753, 0.1634, -2.5163], [-5.2202, -0.0695, -0.2386], [3.1486, 1.4325, 5.7142], [7.5843, -0.0446, -4.4920], [6.6230, 2.5454, 1.5005], [5.4786, -2.7352, -0.2005], [-5.1113, -3.3910, -3.8601], [-3.2401, 5.5227, 3.9722], [8.0510, 0.9972, -3.1229], [-2.0545, -1.8484, -7.9286], [7.7541, 3.9490, 6.9633], [0.5388, 4.3258, 4.7565], [-6.7940, -3.1345, -3.3386], [7.5016, 1.4976, 2.6557], [4.2065, -1.1290, -3.5136], [1.7275, 3.0333, 4.4599], [-7.2216, -3.9695, -7.6977], [-5.7975, -1.7388, -3.8032], [7.0554, -3.1112, 0.5301], [3.5026, 0.0682, -2.3834], [3.7429, 0.4899, -4.0937], [0.3244, 2.7126, 5.5048], [-3.2726, 4.6035, 5.5053], [9.0978, -0.3451, -3.6182], [8.3829, 2.7060, 1.6885], [7.5323, 4.8942, 5.4798], [-2.4147, -1.9057, -0.0723], [6.8788, -3.1340, -1.2383], [4.8796, 1.0290, 5.6889], [-4.7622, 4.8168, 4.5585], [-0.0117, 4.0708, 1.1269], [8.6740, 3.5255, 5.5074], [-3.6189, -1.5436, 3.0893], [-6.6855, -5.2790, -6.6134], [-3.8782, 0.1942, 1.1182], [-6.4980, -5.2914, 3.1851], [-4.5374, -3.7496, 4.3789], [-6.2000, -5.2784, -8.3192], [-2.0529, -0.9243, -2.3697], [-1.0467, 2.6241, 1.0092], [3.9483, 1.0861, 4.1632], [-1.5643, 4.1521, 0.2739], [-2.5628, -1.6802, -6.2328], [-2.6290, -3.2754, -7.0380]], "lowdin_charge": [0.92, 0.72, 0.72, 0.72, 0.72, -0.24, -0.28, -0.27, -0.24, -0.26, -0.26, -0.28, -0.26, -0.26, -0.28, -0.24, -0.27, -0.27, -0.27, -0.29, -0.27, -0.28, -0.21, -0.27, -0.25, -0.12, -0.05, -0.12, -0.15, -0.15, -0.26, -0.15, -0.11, -0.02, -0.16, -0.13, -0.09, -0.13, -0.14, 0.00, -0.11, -0.02, -0.16, -0.17, -0.15, 0.11, 0.11, 0.08, 0.09, 0.07, 0.08, 0.09, 0.08, 0.09, 0.09, 0.09, 0.09, 0.01, 0.08, 0.08, 0.07, 0.09, 0.08, 0.09, 0.08, 0.09, 0.08, 0.08, 0.09, 0.09, 0.09, 0.16, 0.08, 0.08, 0.09, 0.09, 0.08, 0.11, 0.08, 0.11, 0.09, 0.09, 0.09, 0.09, 0.08, 0.08, 0.09, 0.07, 0.08], "orbital_gap_ev": 5.5, "charge": 0, "total_energy_ha": -3978.12497}



[2]
{"formula": "C21H44NbO6S2", "method": "wB97M-V/def2-TZVPD", "elements": ["Nb", "S", "S", "O", "O", "O", "O", "O", "O", "C", "C", "C", "C", "C", "C", "C", "C", "C", "C", "C", "C", "C", "C", "C", "C", "C", "C", "C", "C", "C", "H", "H", "H", "H", "H", "H", "H", "H", "H", "H", "H", "H", "H", "H", "H", "H", "H", "H", "H", "H", "H", "H", "H", "H", "H", "H", "H", "H", "H", "H", "H", "H", "H", "H", "H", "H", "H", "H", "H", "H", "H", "H", "H", "H"], "positions_angstrom": [[1.6487, -2.5241, -1.1785], [1.9437, 0.4547, 4.7433], [-0.1242, 3.8363, -0.8567], [0.8515, -0.0348, 3.9442], [-1.6623, 3.3490, -0.7071], [2.2476, 1.9904, 4.3303], [1.9431, 0.3496, 6.1795], [0.3781, 4.1991, 0.4417], [0.5777, 2.9127, -1.7153], [3.2804, -0.9346, -1.3950], [-0.4462, 5.3266, -1.7581], [-3.8185, -1.7110, -2.7259], [1.1854, 2.9405, 4.4235], [3.4515, -0.2502, 4.1395], [-4.8893, -0.0944, -4.4680], [0.7702, -1.5852, 0.7052], [0.8730, 3.2975, 5.8652], [-1.6347, 1.9221, 1.2708], [4.7238, -1.3348, -0.9399], [-1.9102, 2.0284, -0.2173], [-3.8813, -1.3571, -4.2977], [-0.8589, -1.7703, 0.7919], [4.3521, 1.4653, -2.0958], [-1.3242, -3.2973, 0.9728], [5.9768, -0.4340, -1.0313], [-3.5961, -3.3031, -2.4371], [-2.2450, -3.4812, -1.5697], [5.7737, 1.0035, -1.6352], [-2.5046, -3.7697, -0.0075], [3.1044, 0.5159, -1.9827], [-1.3291, -1.2637, -0.1178], [7.0197, -0.7765, -0.7107], [-1.3260, 1.2957, -0.7817], [-1.7079, -3.4008, 2.0604], [-3.4359, -3.7704, -3.4828], [-1.7239, -4.4246, -1.9879], [-4.2317, -2.2818, -4.8677], [-1.5508, -2.6020, -1.7747], [4.2917, 0.2604, 4.6091], [0.5051, -1.4933, -2.1697], [-4.2546, 0.8584, -4.4661], [-1.2232, -1.1949, 1.7176], [-5.4813, -0.2125, -5.4517], [2.7722, -3.5065, -0.1280], [-2.5696, -4.9203, 0.0956], [1.1746, -2.0368, 1.6899], [3.4561, -1.3047, 4.4185], [0.9443, -0.4388, 0.6999], [-0.4416, -4.0259, 0.8924], [-4.7966, -1.4227, -2.2124], [0.4802, 2.4366, 6.4104], [2.0650, 0.8428, -2.3318], [1.7770, 3.6241, 6.3859], [-4.5235, -3.7713, -1.9435], [0.1252, 4.0928, 5.9150], [0.5032, 5.8499, -1.8778], [-0.8609, 5.0740, -2.7320], [-5.6660, -0.0265, -3.6319], [-2.1897, 2.6871, 1.8210], [2.3204, -3.3077, -2.7084], [-2.9655, 1.8106, -0.4000], [-2.8239, -1.0847, -4.6637], [1.5158, 3.8388, 3.8966], [0.4748, -3.9232, -1.1154], [-1.1383, 5.9425, -1.1846], [4.8798, -2.3880, -0.5064], [0.2961, 2.5712, 3.9052], [4.2326, 2.5170, -2.5493], [-1.9152, 0.9365, 1.6480], [-2.9742, -1.0706, -2.2743], [-3.5048, -3.2962, 0.2752], [-0.5751, 2.0724, 1.4891], [6.7031, 1.6723, -1.7047], [3.4863, -0.1485, 3.0559]], "lowdin_charge": [1.18, 0.60, 0.60, -0.28, -0.27, -0.26, -0.30, -0.29, -0.28, -0.37, -0.13, -0.22, -0.27, -0.12, -0.14, -0.43, -0.08, -0.07, -0.17, -0.26, -0.25, -0.32, -0.10, -0.26, -0.11, -0.20, -0.26, -0.11, -0.22, -0.12, 0.06, 0.07, 0.11, 0.10, 0.10, 0.09, 0.09, 0.03, 0.07, -0.15, 0.07, 0.07, 0.07, -0.16, 0.11, 0.03, 0.08, 0.03, 0.07, 0.09, 0.07, 0.05, 0.08, 0.10, 0.08, 0.07, 0.07, 0.06, 0.08, -0.19, 0.12, 0.11, 0.12, -0.15, 0.07, 0.04, 0.11, 0.07, 0.07, 0.10, 0.10, 0.06, 0.06, 0.08], "orbital_gap_ev": 6.6, "charge": -1, "e_above_lowest_kcal_mol": 133.3, "total_energy_ha": -2130.87720}



[3]
{"formula": "C21H44O40S10", "method": "wB97M-V/def2-TZVPD", "elements": ["S", "S", "S", "S", "S", "S", "S", "S", "S", "S", "O", "O", "O", "O", "O", "O", "O", "O", "O", "O", "O", "O", "O", "O", "O", "O", "O", "O", "O", "O", "O", "O", "O", "O", "O", "O", "O", "O", "O", "O", "O", "O", "O", "O", "O", "O", "O", "O", "O", "O", "C", "C", "C", "C", "C", "C", "C", "C", "C", "C", "C", "C", "C", "C", "C", "C", "C", "C", "C", "C", "C", "H", "H", "H", "H", "H", "H", "H", "H", "H", "H", "H", "H", "H", "H", "H", "H", "H", "H", "H", "H", "H", "H", "H", "H", "H", "H", "H", "H", "H", "H", "H", "H", "H", "H", "H", "H", "H", "H", "H", "H", "H", "H", "H", "H"], "positions_angstrom": [[9.6972, 1.4692, -8.0592], [-0.0965, -1.2906, -2.7478], [-9.6557, -0.1751, 3.3152], [-0.3027, 7.6052, -3.7235], [-3.9240, -6.7858, 7.5982], [2.1419, 1.0775, 3.0162], [5.3500, 4.3521, -4.8851], [-6.5551, -5.0765, 4.7967], [5.1397, -1.6395, 0.1970], [-3.2189, 0.4490, 1.4703], [-3.2307, -7.2985, 6.2469], [9.8988, 0.0973, -7.7606], [10.4345, 2.1304, -9.0735], [-2.9160, 1.5854, 2.5494], [0.7491, 6.6445, -3.6974], [2.3972, 2.1308, 2.0984], [9.8189, 2.3012, -6.6892], [6.3002, -2.8373, 0.3587], [-3.3663, -7.9455, 8.5641], [-4.5967, 0.1232, 1.5306], [2.9686, -0.2116, 2.5473], [6.0939, 5.0144, -5.8976], [-9.0473, -1.3895, 2.4657], [5.4780, 5.1767, -3.5218], [0.6719, 0.5000, 2.7456], [-10.8516, -0.6247, 3.9349], [1.0727, -1.8822, -3.2834], [-6.7082, -3.6715, 4.9690], [5.5499, 2.9740, -4.5936], [-1.3731, -1.7901, -3.5829], [-1.6539, 7.2301, -3.5447], [-0.1586, 8.4598, -5.0675], [-2.2035, -0.5418, 1.5501], [-5.3693, -5.6357, 4.2590], [-5.3288, -6.9277, 7.4578], [-0.2094, 0.1117, -2.5597], [6.0265, -0.4913, -0.5325], [-2.9451, 1.3209, 0.1586], [-9.6217, 1.0057, 2.5301], [-0.4530, -2.0276, -1.3678], [0.0441, 8.7774, -2.6905], [3.7986, 4.6034, -5.1436], [7.3493, -2.3180, 1.1495], [-8.4999, -0.0843, 4.4158], [2.3003, 1.2494, 4.4146], [-7.8144, -5.6053, 3.9539], [-3.3352, -5.5585, 7.9888], [-6.8871, -5.8118, 6.1688], [8.1339, 1.7235, -8.3255], [4.1956, -2.2341, -0.7137], [-8.2422, -6.2753, 6.1453], [8.6079, 3.0356, -6.4606], [0.7590, -0.7465, 2.0350], [4.2712, 5.9183, -3.2798], [7.5289, 2.2290, -7.1262], [-2.3033, -8.3505, 6.5335], [-2.2314, 2.6782, 1.9154], [5.9101, -0.5245, -3.4440], [-1.8210, -2.4562, -1.3951], [-2.7897, 2.7040, 0.5084], [-7.6942, -1.2795, 4.3676], [-8.5005, -6.6226, 4.6946], [-7.7109, -1.6787, 2.9100], [5.2200, 0.4890, -1.2358], [0.6366, 9.8779, -3.3950], [-0.0272, 9.8541, -4.7550], [3.1821, 5.1050, -3.9394], [-2.0870, -2.7916, -2.8455], [2.0833, -1.3372, 2.4571], [-2.8547, -9.0224, 7.7727], [5.8773, 0.7516, -2.5853], [8.0874, -2.2010, 0.5314], [8.7113, 4.0178, -6.9253], [5.3924, 1.5697, -3.1196], [0.7448, -0.5315, 0.9647], [0.5637, 10.3571, -5.5156], [-8.0668, -7.5896, 4.4322], [-8.3596, -7.1273, 6.8096], [8.4364, 3.1563, -5.3947], [-9.5587, -6.6212, 4.4466], [5.2361, 1.4117, -0.6445], [4.1118, 6.0386, -2.2117], [-2.4443, -1.6263, -1.0569], [4.3750, 6.9008, -3.7453], [-3.7724, 3.1782, 0.4752], [-8.8887, -5.4609, 6.4806], [1.7107, 9.6955, -3.4723], [-6.6936, -1.0804, 4.7365], [-2.2318, -9.0296, 5.6879], [0.4656, 10.8074, -2.8596], [-0.0826, -1.3836, 2.2834], [-1.6805, -3.7697, -3.1113], [6.6512, 2.8217, -7.3626], [-7.4843, -2.7291, 2.7665], [-8.1664, -2.0292, 4.9937], [7.2363, 1.3759, -6.5102], [-1.1617, 2.4572, 1.9182], [-3.6835, -9.6911, 7.5283], [2.4601, -2.0631, 1.7408], [4.9381, -1.0210, -3.5010], [-7.0170, -1.0732, 2.3226], [2.2979, 5.6973, -4.1713], [-3.1449, -2.7612, -3.0926], [4.1720, 0.1963, -1.3399], [6.1821, -0.2365, -4.4659], [-1.9661, -3.3079, -0.7363], [6.9226, 0.9889, -2.3568], [2.0204, -1.7981, 3.4455], [6.6742, -1.2246, -3.1042], [-2.4113, 3.6031, 2.4556], [-1.3255, -7.9034, 6.7243], [-2.1252, 3.1984, -0.1950], [-1.0258, 10.2931, -4.7213], [2.8947, 4.2503, -3.3225], [-2.0969, -9.5722, 8.3241]], "lowdin_charge": [0.61, 0.59, 0.60, 0.62, 0.62, 0.59, 0.60, 0.62, 0.94, 0.60, -0.19, -0.22, -0.22, -0.18, -0.24, -0.23, -0.18, -0.33, -0.18, -0.21, -0.20, -0.21, -0.19, -0.18, -0.20, -0.23, -0.21, -0.23, -0.23, -0.18, -0.20, -0.18, -0.22, -0.20, -0.22, -0.22, -0.34, -0.19, -0.22, -0.20, -0.18, -0.17, -0.07, -0.19, -0.21, -0.18, -0.20, -0.23, -0.18, -0.38, -0.15, -0.18, -0.17, -0.15, -0.18, -0.16, -0.15, -0.08, -0.16, -0.15, -0.18, -0.15, -0.15, -0.24, -0.16, -0.16, -0.15, -0.16, -0.16, -0.17, -0.22, 0.11, 0.13, 0.07, 0.13, 0.14, 0.13, 0.14, 0.13, 0.14, 0.12, 0.14, 0.12, 0.13, 0.14, 0.14, 0.13, 0.14, 0.14, 0.14, 0.12, 0.13, 0.12, 0.12, 0.11, 0.13, 0.13, 0.13, 0.12, 0.08, 0.12, 0.09, 0.14, 0.11, 0.06, 0.14, 0.12, 0.14, 0.07, 0.14, 0.13, 0.14, 0.14, 0.14, 0.14], "orbital_gap_ev": 9.7, "charge": 0, "e_above_lowest_kcal_mol": 0.0, "total_energy_ha": -7817.71086}



| no. | M (Da) | E_HOMO (eV) | LUMO energy (eV) |
| --- | --- | --- | --- |
| 1 | 752.5 | -8.421 | -2.9 |
| 2 | 549.6 | -4.649 | 2.0 |
| 3 | 1257.2 | -9.814 | -0.1 |